# C5H10N2O2

2 unconnected molecules or ions with the total composition C5H10N2O2 (the ωB97M-V functional and the def2-TZVPD basis, the Open Molecules 2025 dataset).

XYZ file:
```
19
Properties=species:S:1:pos:R:3
C -1.455 2.022 -0.008
C -1.151 -0.275 -1.042
C 0.548 0.631 0.432
C -0.632 0.768 -0.178
N 2.053 -2.174 0.863
N -0.648 -1.453 -1.059
C 1.713 1.057 0.838
O 0.769 -1.601 1.115
O -2.223 0.107 -1.780
H -2.608 -0.653 -2.237
H 2.346 -2.562 1.756
H 2.688 -1.401 0.651
H -1.080 -2.130 -1.678
H 0.213 -1.763 0.256
H -2.459 1.776 0.338
H -0.983 2.692 0.708
H -1.559 2.552 -0.956
H 2.327 1.688 0.212
H 2.140 0.718 1.770
```

The frontier orbital gap comes out at 8.9 eV. The value obtained for the largest force on an atom is 0.038 Eh/bohr. As for the LUMO energy: 0.0194 Eh. Its charge is 0. As for the structure (SMILES): [H]/N=C(\O)C(C)=C=C.NO. The energy relative to the best compared isomer or geometry (same formula, charge and spin) is 114.04 kcal per mole.


# C5H10N2O2

A single C5H10N2O2 molecule (the ωB97M-V functional and the def2-TZVPD basis, the Open Molecules 2025 dataset).

XYZ file:
```
19
Properties=species:S:1:pos:R:3
C -0.867 -0.129 -0.464
C -0.559 -0.970 0.876
C -1.305 1.289 -0.095
C 1.428 0.104 -1.032
C 2.003 0.313 0.316
O -1.904 -0.832 -1.109
O 0.057 -2.192 0.588
N 0.237 -0.087 -1.372
N 1.774 1.379 0.955
H -1.853 -0.640 -2.048
H -0.458 -2.610 -0.119
H 0.032 -0.447 1.626
H -1.552 -1.123 1.322
H 2.305 1.486 1.819
H 2.172 0.055 -1.826
H 2.711 -0.474 0.611
H -0.505 1.778 0.461
H -1.501 1.855 -1.007
H -2.216 1.244 0.500
```

The frontier orbital gap comes out at 10.2 eV. The value obtained for the largest force on an atom is 0.040 Eh/bohr. As for the LUMO energy: 0.0259 Eh. Its charge is 0. As for the structure (SMILES): [H]/N=C/C=N\[C@@](C)(O)CO. The energy relative to the best compared isomer or geometry (same formula, charge and spin) is 60.38 kcal per mole.


The lowest energy relative to the best compared isomer or geometry (same formula, charge and spin) belongs to which entry? number 2